Formula: C12H27CoI2OP2Si
Source: OMol25
Level of theory: ωB97M-V/def2-TZVPD

Atoms and positions in Å:
I -0.018 -2.451 -5.805
I -0.024 2.536 -5.438
Co -0.013 0.091 -1.508
P -2.032 0.012 -1.467
C -2.972 -0.058 -2.954
C -2.548 -1.372 -0.414
H -3.602 -1.118 -0.189
H -3.640 1.280 -0.374
H -1.918 -1.391 0.452
H -1.985 1.564 0.358
H -2.724 -0.986 -3.480
H -2.463 -2.278 -1.025
C -2.567 1.502 -0.565
H -3.977 -0.030 -2.621
H -2.415 2.345 -1.212
H -2.705 0.796 -3.585
P 2.038 -0.001 -1.463
C 2.981 -0.077 -2.942
C 2.577 1.493 -0.548
H 1.896 -1.401 0.464
H 3.593 -1.140 -0.178
H 2.443 -2.292 -1.021
C 2.540 -1.397 -0.407
H 1.984 1.549 0.372
H 3.647 1.256 -0.360
H 3.987 -0.051 -2.602
H 2.718 0.791 -3.577
H 2.426 2.335 -1.206
H 2.728 -1.004 -3.471
C 0.011 -0.118 -3.188
O 0.038 -0.322 -4.344
C -1.562 0.903 4.026
Si 0.003 -0.006 3.331
C 1.558 0.901 4.032
C 0.000 -1.824 4.038
C 0.002 -0.054 1.522
C -0.005 0.027 0.281
H -1.638 0.954 5.081
H -2.433 0.376 3.633
H -1.530 1.918 3.628
H 1.639 0.954 5.077
H 2.434 0.377 3.634
H 1.530 1.919 3.629
H -0.892 -2.300 3.642
H 0.893 -2.299 3.644
H -0.001 -1.911 5.099

- Multiplicity: 5
- Electronic energy: -3498.2747 hartree
- LUMO level (spin up / spin down): -7.97 / -10.78 eV
- Molar mass: 590.1 g mol⁻¹
- HOMO level (spin up / spin down): -15.08 / -14.73 eV
- Expectation value of S²: 6.0351
- Relative energy (zero: lowest compared OMol25 entry of this formula, charge and spin): 47.8 kcal per mole
- Charge: +2
- HOMO-LUMO gap (spin up / spin down): 7.11 / 3.95 eV